A molecular structure, C4H4MgO4 in a non-equilibrium geometry. Source: OMol25; level of theory: ωB97M-V with the def2-TZVPD basis set.

Calculated values
Net charge ... +2
Largest force on an atom ... 5.3 eV Å⁻¹
HOMO-LUMO gap ... 0.4077 Eh
E_LUMO ... -9.4 eV

Geometry as XYZ:
```
13
Properties=species:S:1:pos:R:3:forces:R:3
O -2.3881 -1.9843 -1.5358 1.546 3.654 1.658
C -1.9461 -1.0296 -1.0787 -1.217 -3.380 -1.384
Mg -0.5281 0.7493 0.1553 -0.075 -0.832 -0.258
C -2.2200 1.7053 1.3198 -3.416 2.266 3.371
C -0.1937 2.0218 -1.6913 1.466 3.029 -4.092
O -2.9990 2.1926 2.0139 3.379 -2.175 -3.178
O 0.0832 2.6708 -2.6015 -1.325 -2.893 4.002
C 1.8552 -1.2483 0.2831 0.662 -1.146 -0.932
O 0.9513 -0.3440 0.9383 -1.056 1.186 0.505
H 1.9843 -0.9066 -0.7473 0.096 0.008 0.209
H 1.4234 -2.2547 0.2674 0.098 0.227 0.130
H 2.8187 -1.2629 0.7944 -0.165 0.124 -0.081
H 1.1589 -0.3091 1.8824 0.007 -0.067 0.050
```
Positions in Å, forces in eV/Å.